Record 1
Here is a molecular structure, C21H57B2F4MnN7O9 at a distorted geometry from the OMol25 dataset. Energies are from ωB97M-V with the def2-TZVPD basis set.

Values from the calculation:
- E_HOMO (alpha / beta): -10.43 / -10.43 eV
- Lowest unoccupied orbital energy (alpha / beta): -4.816 / -4.721 eV
- Net charge: +2
- 2S+1: 6
- Gap between HOMO and LUMO (alpha / beta): 0.20642 / 0.20970 hartree

Element x y z (Å)
1 Mn -1.2108 -2.7204 -3.0834
2 N -4.8548 -2.4337 -3.6357
3 O -4.3389 -3.0667 -2.7325
4 O -4.0027 -1.9849 -4.4444
5 O -6.0351 -2.3562 -3.9365
6 N 0.4848 -4.7057 0.5564
7 O 0.2781 -4.1189 1.6207
8 O -0.1943 -4.4553 -0.4062
9 O 1.3339 -5.5535 0.4335
10 B -0.9300 -0.0165 -1.6597
11 H -1.7675 -0.6965 -1.6358
12 H -1.3860 0.9600 -1.6080
13 H -0.2207 -0.0920 -0.8502
14 H -0.4050 -0.1380 -2.5945
15 C 5.7091 -3.2943 -1.8647
16 C 6.2107 -2.3102 -0.7868
17 N 5.8333 -0.8916 -0.9982
18 C 6.7600 0.1192 -0.7962
19 C 6.1018 1.3155 -0.9181
20 N 4.7496 1.0473 -0.9971
21 C 4.5801 -0.2913 -1.0281
22 C 3.6107 1.9216 -0.9595
23 H 4.6250 -3.2163 -1.9460
24 H 6.0999 -4.2631 -1.5534
25 H 6.0843 -3.0414 -2.8563
26 H 7.2753 -2.4624 -0.6089
27 H 5.6137 -2.4612 0.1126
28 H 7.8227 -0.0573 -0.7203
29 H 6.4521 2.3311 -0.8071
30 H 3.6310 -0.8060 -1.0036
31 H 3.3777 2.3290 0.0243
32 H 2.6734 1.4101 -1.1783
33 H 3.6397 2.6619 -1.7590
34 C -3.1589 5.9228 -5.4619
35 N -2.4914 4.4504 -5.4303
36 C -3.5556 3.5142 -4.9758
37 C -2.1205 3.9531 -6.8336
38 C -1.2365 4.4813 -4.5153
39 C -0.3122 5.6782 -4.5836
40 O 0.3959 5.8322 -5.8087
41 H -4.1535 5.8896 -5.9066
42 H -2.5181 6.6123 -6.0115
43 H -3.3423 6.2137 -4.4275
44 H -3.0436 2.5594 -5.0948
45 H -4.4763 3.6281 -5.5481
46 H -3.6811 3.7416 -3.9172
47 H -1.6854 2.9540 -6.8128
48 H -1.3091 4.5746 -7.2125
49 H -2.8816 4.0074 -7.6120
50 H -0.7128 3.5434 -4.7002
51 H -1.5015 4.2648 -3.4804
52 H 0.5614 5.5931 -3.9373
53 H -0.7447 6.6329 -4.2843
54 H 0.6279 6.7618 -5.8686
55 C 2.3849 1.4569 6.7463
56 N 2.1602 0.4861 5.6070
57 C 0.7652 -0.1305 5.8122
58 C 2.1782 1.3536 4.3259
59 C 3.2261 -0.6534 5.5792
60 C 4.7652 -0.2873 5.3891
61 O 5.0127 -0.3104 3.9609
62 H 2.1343 0.8953 7.6462
63 H 1.8571 2.4065 6.6578
64 H 3.4596 1.6138 6.8388
65 H 0.7737 -0.9785 5.1275
66 H -0.0887 0.5294 5.6586
67 H 0.7044 -0.4837 6.8416
68 H 3.1314 1.8772 4.2533
69 H 1.4621 2.1656 4.4516
70 H 2.0296 0.7319 3.4430
71 H 2.9253 -1.1710 4.6684
72 H 2.8828 -1.3988 6.2967
73 H 5.3228 -0.9880 6.0107
74 H 5.0188 0.7099 5.7487
75 H 5.9609 -0.2068 3.8526
76 C -4.0155 -3.2104 4.4255
77 N -5.0077 -3.2978 3.3777
78 C -4.9774 -4.6931 2.6476
79 C -6.3811 -3.0663 3.9397
80 C -4.7234 -2.2420 2.2292
81 C -4.3265 -0.8358 2.6627
82 O -5.3045 -0.0467 3.3330
83 H -4.0018 -2.2066 4.8502
84 H -3.0002 -3.4549 4.1133
85 H -4.3134 -3.9737 5.1444
86 H -5.4817 -5.4801 3.2084
87 H -3.9154 -4.8822 2.4914
88 H -5.3301 -4.6988 1.6162
89 H -6.5596 -2.0641 4.3293
90 H -6.6079 -3.7865 4.7258
91 H -6.8820 -3.2790 2.9952
92 H -5.5883 -2.2715 1.5665
93 H -3.8931 -2.7119 1.7021
94 H -4.1789 -0.1361 1.8400
95 H -3.3501 -0.8492 3.1469
96 H -4.9678 0.8523 3.3362
97 B 1.7064 -2.1001 -5.1519
98 F 2.3045 -0.9001 -4.9927
99 F 2.4322 -2.9800 -5.8616
100 F 1.6413 -2.6766 -3.8608
101 F 0.3946 -2.0976 -5.6866

Forces on atoms 1 to 3 (eV/Å):
Mn -0.190 1.868 0.316
N 1.227 -0.074 -3.451
O -0.175 -1.645 3.678

Record 2
Here is 5 unconnected molecules or ions with the total composition C21H58BN5O4S at a distorted geometry from the OMol25 dataset. Energies are from ωB97M-V with the def2-TZVPD basis set.

Values from the calculation:
- E_HOMO: -8.92 eV
- Lowest unoccupied orbital energy: 0.352 eV
- Structure (SMILES): COC[C@@H](C)N.COC[C@@H](C)N.COC[C@@H](C)N.COC[C@@H](C)N.CCCCB(S)CN
- Gap between HOMO and LUMO: 0.34070 hartree

Element x y z (Å)
1 C -0.9234 -2.2306 3.0431
2 O -1.7092 -1.2095 3.6371
3 C -2.9911 -1.6103 4.0738
4 C -3.0225 -2.3758 5.4042
5 C -2.5377 -3.8190 5.3102
6 N -2.2674 -1.6869 6.4556
7 H -1.5316 -2.9231 2.4582
8 H -0.3590 -2.7820 3.7970
9 H -0.2035 -1.7525 2.3794
10 H -3.5482 -0.6785 4.2120
11 H -3.5017 -2.1746 3.2811
12 H -4.0714 -2.4065 5.7151
13 H -1.4509 -3.8866 5.2890
14 H -2.8718 -4.3807 6.1824
15 H -2.9296 -4.3140 4.4196
16 H -2.6721 -0.7683 6.6127
17 H -1.3379 -1.4931 6.0916
18 C 0.7388 -4.5203 -2.5842
19 O 0.2606 -5.5871 -1.7803
20 C 1.1740 -6.0682 -0.8171
21 C 1.3084 -5.2081 0.4472
22 C 2.1003 -3.9191 0.2496
23 N 0.0039 -4.8790 1.0309
24 H 1.8018 -4.6218 -2.8111
25 H 0.5558 -3.5556 -2.1054
26 H 0.1789 -4.5348 -3.5194
27 H 0.7826 -7.0441 -0.5173
28 H 2.1555 -6.2426 -1.2793
29 H 1.8550 -5.8150 1.1756
30 H 1.5052 -3.1407 -0.2264
31 H 2.4193 -3.5265 1.2158
32 H 2.9919 -4.0875 -0.3571
33 H -0.4760 -5.7388 1.2820
34 H -0.5702 -4.4818 0.2908
35 C 0.6945 5.0920 -1.4623
36 O -0.6541 5.3285 -1.1049
37 C -0.9189 6.6183 -0.5853
38 C -1.0217 7.7401 -1.6287
39 C 0.3166 8.1849 -2.2102
40 N -1.9257 7.3915 -2.7290
41 H 1.3852 5.5837 -0.7710
42 H 0.9002 5.4174 -2.4841
43 H 0.8604 4.0157 -1.4171
44 H -1.8902 6.5334 -0.0909
45 H -0.1868 6.8702 0.1946
46 H -1.4501 8.6020 -1.1083
47 H 0.6796 7.5006 -2.9759
48 H 0.2097 9.1597 -2.6853
49 H 1.0803 8.2703 -1.4346
50 H -2.8564 7.2224 -2.3586
51 H -1.6338 6.4897 -3.0969
52 C 6.4321 -3.7899 -6.2875
53 O 5.9099 -2.5825 -5.7664
54 C 4.6296 -2.2184 -6.2420
55 C 3.4536 -2.9642 -5.5964
56 C 3.2864 -4.4055 -6.0678
57 N 3.5288 -2.9499 -4.1315
58 H 6.1569 -3.9256 -7.3375
59 H 6.1020 -4.6532 -5.7056
60 H 7.5177 -3.7344 -6.2148
61 H 4.5278 -1.1583 -5.9969
62 H 4.5951 -2.3002 -7.3370
63 H 2.5490 -2.4218 -5.8878
64 H 3.9900 -5.0808 -5.5821
65 H 2.2864 -4.7643 -5.8233
66 H 3.4186 -4.4899 -7.1480
67 H 3.5103 -1.9877 -3.8056
68 H 4.4525 -3.2837 -3.8670
69 C -0.2674 1.9299 2.9841
70 C -0.4056 3.1367 2.0570
71 C -1.4861 4.1779 2.4490
72 C -2.3294 3.8355 3.6906
73 B -3.5897 2.9567 3.3564
74 S -5.0629 3.1861 4.4969
75 C -3.7364 1.9973 2.1128
76 N -4.4674 2.7190 1.0265
77 H -1.1946 1.4088 3.1950
78 H 0.4497 1.2427 2.5381
79 H 0.1689 2.2168 3.9408
80 H -0.5279 2.7862 1.0338
81 H 0.5605 3.6422 2.0706
82 H -1.0208 5.1582 2.5247
83 H -2.1788 4.2538 1.6109
84 H -2.7379 4.7730 4.0821
85 H -1.7501 3.4124 4.5096
86 H -5.2189 1.9706 5.0422
87 H -4.3407 1.1299 2.3838
88 H -2.7830 1.6334 1.7439
89 H -3.8088 3.1609 0.3976
90 H -5.0652 3.4248 1.4429

Forces on atoms 1 to 3 (eV/Å):
C 0.097 0.167 0.056
O -0.002 -0.010 0.009
C -0.146 0.089 -0.028

Record 3
Here is 8 unconnected molecules or ions with the total composition C21H58N3O14 at a distorted geometry from the OMol25 dataset. Energies are from ωB97M-V with the def2-TZVPD basis set.

Values from the calculation:
- E_HOMO: -6.02 eV
- Lowest unoccupied orbital energy: 2.281 eV
- Net charge: -1
- Gap between HOMO and LUMO: 0.30493 hartree

Element x y z (Å)
1 C 0.3197 0.9746 -1.0533
2 O -0.7030 0.4744 -1.5395
3 O 1.0752 1.8401 -1.8576
4 O 0.7049 0.7942 0.1107
5 H 0.9158 1.5448 -2.7369
6 C -0.4467 0.9965 3.6498
7 C -1.2241 2.0816 2.9445
8 O -2.4659 1.4263 2.6667
9 O 0.1594 0.2451 2.8584
10 H -1.1156 0.3742 4.2881
11 H 0.3514 1.4334 4.2654
12 H -0.6497 2.4362 2.0647
13 H -1.3525 2.9213 3.5629
14 H -2.3645 0.6627 2.1102
15 H -0.2322 0.0450 1.9592
16 C -3.9510 -0.4537 -2.6717
17 C -2.9864 -1.1988 -3.6339
18 O -3.7417 -1.6682 -4.7215
19 O -3.3326 0.1820 -1.7143
20 H -4.7704 -0.9983 -2.2149
21 H -4.4446 0.3844 -3.1514
22 H -2.4661 -2.0467 -3.1882
23 H -2.2408 -0.6031 -4.0609
24 H -4.4605 -2.2729 -4.4827
25 H -2.3843 0.4106 -1.8748
26 C 2.9308 2.8884 1.3126
27 C 3.4616 1.8224 2.2981
28 O 4.7278 1.5150 2.0524
29 O 1.7161 2.9503 1.5221
30 H 3.0710 2.6069 0.2714
31 H 3.4153 3.8291 1.3978
32 H 2.9243 0.9510 2.2121
33 H 3.4439 2.1786 3.2550
34 H 4.6742 1.1270 1.1853
35 H 1.2298 2.2355 1.0489
36 C 1.5237 -1.9296 -2.8478
37 C 1.7367 -3.3311 -2.4321
38 O 3.1324 -3.5456 -2.2379
39 O 0.2888 -1.6979 -2.9890
40 H 2.2276 -1.6151 -3.5957
41 H 1.6982 -1.1655 -2.0260
42 H 1.3178 -4.0774 -3.0732
43 H 1.2403 -3.5496 -1.4936
44 H 3.2347 -4.4796 -2.1408
45 H -0.0510 -0.8701 -2.5785
46 C -1.5334 -2.1826 2.2217
47 C -1.2309 -1.7092 0.8170
48 C -1.9276 -2.3993 -0.3426
49 O -1.4158 -3.6960 -0.3365
50 C -1.5768 -4.4330 -1.5897
51 N -1.7061 -0.3182 0.7901
52 H -1.4732 -1.3748 3.0108
53 H -0.8185 -2.9125 2.6094
54 H -2.4421 -2.6730 2.3688
55 H -0.1881 -1.5792 0.6184
56 H -1.6638 -1.9324 -1.3305
57 H -3.0105 -2.4299 -0.1963
58 H -0.9603 -5.2845 -1.5213
59 H -1.0834 -3.8686 -2.3816
60 H -2.5763 -4.4354 -2.0403
61 H -1.0019 0.2166 0.1162
62 H -2.5171 -0.4822 0.3071
63 C 5.0163 -1.2251 1.3797
64 C 3.9228 -1.2463 0.3710
65 C 2.5571 -1.7231 0.8361
66 O 2.8004 -3.0768 1.3353
67 C 1.6688 -3.8558 1.6703
68 N 3.9239 0.1591 -0.1878
69 H 4.6587 -0.7902 2.3265
70 H 6.0431 -1.0464 1.0330
71 H 5.2677 -2.2634 1.7511
72 H 4.3588 -1.9495 -0.3854
73 H 1.7935 -1.5897 0.0531
74 H 2.1787 -1.0293 1.6211
75 H 0.9879 -3.5475 0.9309
76 H 1.6062 -3.6615 2.7100
77 H 1.9310 -4.8836 1.5326
78 H 3.1490 0.6536 0.2985
79 H 3.4446 0.0318 -1.0318
80 C -2.4362 3.6238 -1.7946
81 C -2.3501 3.3340 -0.3273
82 C -2.7319 4.5647 0.5022
83 O -1.7834 5.5314 0.3519
84 C -0.4687 5.1499 0.8064
85 N -3.2879 2.3542 0.0715
86 H -3.3585 4.2417 -2.0431
87 H -2.4344 2.6525 -2.2452
88 H -1.5216 4.1628 -2.0304
89 H -1.3373 3.0332 -0.1497
90 H -2.6854 4.1640 1.5417
91 H -3.7043 4.9310 0.1576
92 H -0.0243 6.1086 0.9228
93 H 0.1659 4.6546 0.0235
94 H -0.3878 4.6703 1.7874
95 H -3.2115 1.5659 -0.5328
96 H -2.7629 1.9670 0.8729

Forces on atoms 1 to 3 (eV/Å):
C 1.529 1.420 0.177
O -0.142 -0.421 -2.090
O -0.006 -0.687 1.847